--- i ---
A 2-piece molecular cluster, CH9N2O overall, computed with ωB97M-V with the def2-TZVPD basis set.

ORCA input file:
```
! wB97M-V def2-TZVPD RIJCOSX def2/J DEFGRID3
* xyz 1 1
N -1.368 -0.074 1.476
H -2.243 0.049 0.916
H -0.991 -1.046 1.586
H -0.213 0.276 0.407
H -1.446 0.426 2.353
N 0.890 0.592 0.220
C 0.928 -0.184 -1.091
O -0.366 0.016 -1.713
H 1.782 0.271 0.792
H 0.939 1.575 -0.044
H 1.708 0.087 -1.728
H 0.956 -1.234 -0.798
H -0.574 -0.756 -2.377
*
```

Its molecular weight is 65.10 g mol⁻¹. As for the frontier orbital gap: 11.61 eV. Its HOMO energy is -15.11 eV.

For each atom in turn, the Mulliken charge in e is: atom 1 (N): -0.893, atom 2 (H): 0.283, atom 3 (H): 0.311, atom 4 (H): 0.414, atom 5 (H): 0.262, atom 6 (N): -0.348, atom 7 (C): -0.354, atom 8 (O): -0.527, atom 9 (H): 0.366, atom 10 (H): 0.343, atom 11 (H): 0.418, atom 12 (H): 0.365, atom 13 (H): 0.361

---

--- ii ---
A 2-piece molecular cluster, CH9N2O overall, computed with ωB97M-V with the def2-TZVPD basis set.

ORCA input file:
```
! wB97M-V def2-TZVPD RIJCOSX def2/J DEFGRID3
* xyz 1 1
O 1.852 0.723 -1.562
H 2.767 0.529 -1.326
H 0.654 1.124 -0.111
H 1.776 0.603 -2.516
N -0.305 0.774 0.054
C -0.307 -0.646 0.668
N -1.597 -1.022 1.010
H -0.735 1.431 0.703
H -0.778 0.771 -0.846
H 0.180 -1.289 -0.039
H 0.429 -0.543 1.468
H -1.920 -0.602 1.865
H -2.016 -1.853 0.632
*
```

Its molecular weight is 65.10 g mol⁻¹. As for the frontier orbital gap: 11.16 eV. Its HOMO energy is -14.48 eV.

For each atom in turn, the Mulliken charge in e is: atom 1 (O): -0.641, atom 2 (H): 0.326, atom 3 (H): 0.347, atom 4 (H): 0.309, atom 5 (N): -0.350, atom 6 (C): -0.408, atom 7 (N): -0.421, atom 8 (H): 0.359, atom 9 (H): 0.322, atom 10 (H): 0.382, atom 11 (H): 0.342, atom 12 (H): 0.210, atom 13 (H): 0.224

---

ii is favored, and the nearest alternative lies 1.174 eV above it.